13
Properties=species:S:1:pos:R:3:nbo_charge:R:1 method="wB97M-V/def2-TZVPD" smiles="CCN(O)[N+](=O)[O-]" e_lumo_ev=0.7 gap_ev=10.362 fmax_ev_per_a=5.00 molar_mass_g_mol=106.08 charge=0
C 1.78009 -0.24531 -0.41743 -0.619
C 0.61314 -0.32480 0.50346 -0.223
N -0.65860 0.32045 -0.04491 0.013
O -0.75586 1.69183 -0.06759 -0.546
N -1.88317 -0.31966 -0.08096 0.614
O -1.84008 -1.53629 -0.04204 -0.422
O -2.89444 0.36594 -0.11079 -0.436
H 1.64112 0.44424 -1.37250 0.239
H 2.67754 0.11176 0.16264 0.221
H 1.97634 -1.18373 -0.70300 0.212
H 0.31386 -1.34964 0.63456 0.244
H 0.66229 0.03178 1.43918 0.204
H -1.63223 1.99343 0.09938 0.500

=====

14
Properties=species:S:1:pos:R:3:nbo_charge:R:1 method="wB97M-V/def2-TZVPD" e_lumo_ev=0.9 gap_ev=9.692 fmax_ev_per_a=4.93 molar_mass_g_mol=101.10 charge=0
C -0.02247 -0.09041 -1.26083 -0.400
C -1.32948 -0.14132 -1.48973 0.148
C 0.15098 0.36325 0.15921 0.397
C 1.56821 -0.63272 0.97490 -0.627
N -1.28095 0.17909 0.73427 -0.343
O -2.04802 0.04276 -0.36464 -0.355
O 0.45248 1.70713 0.36459 -0.724
H 0.87915 -0.18445 -1.72462 0.231
H -1.92072 -0.27272 -2.34996 0.209
H 1.32369 -0.60618 2.03864 0.214
H 2.33295 -0.00106 0.57941 0.217
H 1.52026 -1.65036 0.52150 0.204
H -1.31651 -0.79100 1.13398 0.345
H -0.30958 2.07799 0.68327 0.482

=====

21
Properties=species:S:1:pos:R:3:nbo_charge:R:1 method="wB97M-V/def2-TZVPD" e_lumo_ev=-4.8 gap_ev=10.286 fmax_ev_per_a=2.14 molar_mass_g_mol=104.17 charge=+1
C 2.54149 -0.02339 -0.54871 -0.663
C 1.58224 0.64312 0.52161 -0.420
C 0.37296 -0.23451 0.78450 -0.387
C -0.63169 -0.35569 -0.42179 -0.257
C -1.60353 1.73966 -1.12279 0.120
N -0.63378 0.91453 -1.13086 -0.369
H 3.49279 -0.01858 -0.01602 0.241
H 2.35550 -1.05575 -0.82835 0.217
H 2.80644 0.63871 -1.38036 0.218
H 2.16247 0.66214 1.43053 0.238
H 1.35990 1.65858 0.18178 0.193
H 0.69190 -1.25808 0.96347 0.231
H -0.23725 0.21684 1.55704 0.225
H -0.37845 -1.14289 -1.14191 0.234
H -1.62147 -0.69152 -0.14390 0.258
H -1.53851 2.68762 -1.63877 0.237
H -2.43417 1.45128 -0.49506 0.227
H 0.18601 1.12240 -1.68647 0.443
H -1.93936 -2.80201 1.08966 0.481
H -0.92731 -2.41656 2.13533 0.484
O -1.60102 -2.03035 1.55917 -0.952